Here is a molecular structure, C48H24Cl4N7Pt from the OMol25 dataset. Energies are from wB97M-V/def2-TZVPD.

Structure (XYZ):
```
84
Properties=species:S:1:pos:R:3:mulliken_charge:R:1
Pt 0.26704 0.78687 -0.24056 0.9521
Cl 8.44382 -0.28556 4.24431 -0.2349
Cl -6.18464 7.20613 -2.55119 -0.2361
Cl 2.86393 -0.85031 -8.93706 -0.2406
Cl -4.80049 -4.72542 4.89594 -0.2549
N -0.18330 1.74236 -1.93309 -0.2313
N -0.54570 -1.19512 -1.07088 -0.7791
N 0.08579 -4.45667 1.89724 -0.5186
N 2.21118 -4.54863 -2.01757 -0.5764
N -1.51907 1.27078 0.52089 -0.1575
N 0.78485 0.05261 1.54364 -0.2503
N 2.13938 0.52208 -0.90844 -0.2345
C -2.30708 -1.41779 2.97831 0.7595
C -5.03626 5.95800 -2.14686 0.4552
C 6.94605 -0.17228 3.36049 0.4222
C -4.19013 3.74452 -2.45997 0.1553
C 0.67958 -0.58523 3.69725 -1.4183
C -4.43374 -2.59685 3.25364 -1.0279
C -4.06258 6.21138 -1.19516 -0.9366
C 5.42334 -1.05969 1.74382 -0.1773
C 6.62481 -1.14799 2.43490 -0.9415
C -3.15021 5.21452 -0.88067 0.0724
C 3.25116 0.25281 -0.12689 0.2821
C -2.11942 0.66436 1.56791 0.2663
C 3.48212 0.39090 -6.61309 -0.9965
C -0.10707 2.47814 -4.06996 -1.4661
C 2.01286 0.47889 -4.68518 -0.3576
C 2.00491 -0.37526 3.39933 -0.9666
C 6.08838 0.88805 3.60345 -0.9459
C -2.48723 -3.39298 4.40261 -1.2303
C 4.89394 0.96521 2.90427 -0.0446
C 1.32357 -0.66727 -6.71414 -0.9414
C 1.06984 -0.25205 -5.41669 0.0791
C 0.28699 -3.98116 0.86421 0.1676
C 3.24090 0.10917 1.24863 1.5195
C -3.67282 -1.60014 2.67159 -0.6475
C 2.53473 -0.34139 -7.30232 0.4032
C -1.73619 -2.38895 3.82044 -0.1604
C 1.47111 -4.03198 -1.29800 0.0656
C -1.12348 3.14798 -3.45296 -1.0761
C -0.04572 -2.21161 -0.77332 0.5786
C 4.36798 0.06120 -1.00941 -1.1340
C -1.50900 -0.36837 2.34832 0.0460
C 0.55793 -3.39889 -0.40675 0.1656
C 2.50735 0.48125 -2.21872 0.6918
C -3.20062 3.97465 -1.50999 -0.6778
C -3.37181 1.32941 1.80905 -1.6105
C 2.07604 0.00561 2.03737 0.0529
C -0.07142 -0.32483 2.51884 0.4444
C 3.90704 0.13730 -2.28163 -1.4051
C -5.11246 4.73035 -2.78254 -0.9350
C -2.36224 2.25049 0.02843 0.0750
C -2.19238 2.92891 -1.17242 1.2994
C -1.19934 2.66399 -2.11248 0.4230
C 4.54408 -0.00257 1.96357 -0.3175
C 3.21565 0.79742 -5.31236 -0.1575
C -3.50828 2.31046 0.87152 -0.8376
C 1.67869 0.85814 -3.28740 0.9639
C 0.48855 1.60972 -3.09621 0.3792
C -3.84329 -3.47695 4.14478 0.4032
H -5.47846 -2.70940 2.99524 0.4038
H -4.33196 2.99779 0.74920 0.5261
H 6.35051 1.64020 4.33572 0.4031
H 2.85085 -0.52680 4.05162 0.5477
H 4.21648 1.79098 3.08584 0.4745
H 4.47832 -0.00455 -3.18341 0.5647
H -2.38172 5.40130 -0.14021 0.4867
H 5.15246 -1.84341 1.04646 0.6562
H -4.14176 -0.98403 1.92126 0.5492
H -4.04023 1.11737 2.62611 0.6965
H 4.41521 0.65251 -7.09470 0.3954
H -4.02254 7.17747 -0.71015 0.3996
H 0.13159 -0.51514 -4.94289 0.4824
H 5.38199 -0.13182 -0.69912 0.5392
H 0.23917 2.59547 -5.08537 0.5131
H 0.26914 -0.85012 4.65821 0.7028
H -5.88562 4.54944 -3.51719 0.3989
H 3.94847 1.40325 -4.79498 0.5982
H 0.59386 -1.24903 -7.26124 0.4039
H -4.23745 2.77940 -2.95153 0.4833
H -1.76822 3.89913 -3.88117 0.4924
H -0.67037 -2.40070 3.98953 0.5012
H -2.01046 -4.13188 5.03373 0.3844
H 7.29808 -1.97851 2.26625 0.3974
```

Summary:
Multiplicity ... 3
Electronic energy ... -4187.04940 Ha
Net charge ... -1
E_HOMO (spin up / spin down) ... -3.45 / -4.55 eV
Relative energy (zero: lowest compared OMol25 entry of this formula, charge and spin) ... 8.9 kcal/mol

Here is a molecular structure, C51H50N10O2 at a distorted geometry from the OMol25 dataset. Energies are from wB97M-V/def2-TZVPD.

Structure (XYZ):
```
113
Properties=species:S:1:pos:R:3:mulliken_charge:R:1
O -3.21662 0.38072 -3.89831 -0.4186
O -1.05391 0.11660 -4.20470 -0.5873
N -2.06348 0.74107 -3.85383 0.7444
N -3.49323 -1.25776 2.98728 -0.5844
N -4.45738 2.28207 1.19975 -0.8302
N 0.20986 -4.15973 -2.27570 -0.3774
N -3.46085 -3.48349 -3.74323 -0.6674
N 5.52241 -1.36459 1.20270 -0.7161
N -0.17190 3.12269 0.56486 0.1316
N 3.97710 2.76742 0.55083 -0.7260
N 4.26681 -2.48421 3.75752 -0.7013
N 0.79830 -1.37861 1.37026 0.4295
C -2.56200 -1.39582 5.19008 -0.5671
C 0.00276 -1.70652 0.27889 -1.4823
C -2.98817 4.28127 -2.86554 -1.2889
C -3.56256 -1.21099 -3.16787 0.1148
C 4.56502 3.54792 -0.41130 -0.5240
C -1.32496 -1.20555 4.58305 -1.0175
C -1.18129 -1.07368 3.20801 0.8619
C -4.64431 1.05073 1.62147 -0.9076
C 2.48870 3.91337 -1.54073 -1.0169
C 3.23970 -1.89239 0.47704 -0.3077
C -1.32255 2.80536 1.17129 0.6406
C -2.28382 -1.27036 -2.53255 0.8592
C -2.24681 -1.18517 2.40385 -0.5899
C 5.34759 -0.10432 0.68694 -0.7845
C -0.57331 -0.77555 -0.56319 -0.7580
C 0.57907 0.95056 0.64213 -1.5326
C 2.57836 -4.21575 -1.51314 -0.5887
C -2.88513 3.05009 -3.51079 -0.3338
C 3.20554 -4.60631 3.88739 -0.5007
C -2.20516 3.69873 1.80194 -1.0864
C 4.22247 0.30680 -0.02482 -0.5304
C 1.02099 -0.03398 1.45428 -1.6324
C -2.29180 -3.60510 -3.12677 -0.6661
C -0.62148 5.41439 1.08008 -1.2854
C -3.81432 0.00519 1.28693 -0.6288
C 4.23394 -3.77234 4.11865 -0.4766
C -3.57623 2.45718 0.14977 0.1560
C 3.12859 -1.96141 3.18946 -0.3909
C 1.98362 -4.10422 3.43224 -0.8159
C 0.13219 4.46792 0.45711 0.7183
C -0.29698 0.53704 -0.37489 2.6943
C 0.62570 -4.39051 -3.52251 -0.2612
C 2.68241 2.45225 0.33457 -1.5436
C 1.88472 2.98078 -0.66941 1.3115
C 3.15375 -0.62102 -0.20414 0.0727
C -0.87336 3.60130 -1.80041 0.7462
C 1.17544 -4.01794 -1.33159 -0.5814
C -1.78419 5.02473 1.70545 -0.7553
C -1.63081 -2.50970 -2.52662 -0.6073
C -1.86114 4.57930 -2.02477 -0.2735
C -2.71980 1.43248 -0.30564 -0.1111
C 1.94766 -4.51399 -3.79480 -0.6082
C -2.86261 0.23163 0.31109 0.4890
C 3.79617 4.14716 -1.47437 -0.5901
C -4.07186 -2.32654 -3.78981 -1.0172
C 2.94530 -4.50711 -2.84165 -0.5606
C 1.95099 -2.71252 3.07399 0.3572
C -0.81153 2.42157 -2.51451 -0.4553
C -3.64913 -1.34441 4.34438 -0.5098
C -1.85554 2.11820 -3.36509 0.7449
C 4.48274 -2.18374 1.07906 -1.0616
H -4.66959 -1.56753 4.61872 0.4323
H -2.19690 -0.56450 0.01209 0.4967
H 4.25671 4.87276 -2.12843 0.4431
H -2.69031 -1.47288 6.25964 0.4309
H -5.01995 -2.42065 -4.29842 0.4289
H 4.04822 1.35295 -0.22881 0.3690
H 2.25015 -4.65003 -4.82261 0.3809
H -5.34565 0.90433 2.42961 0.4570
H -3.60675 2.84101 -4.28665 0.5244
H 3.23497 -5.65702 4.13549 0.4373
H -2.27441 -1.17970 1.32422 0.5590
H -0.67425 -2.63149 -2.04024 0.4577
H 2.30365 -2.42796 0.53520 0.9706
H -3.92929 -1.01548 1.62070 0.4562
H 0.90021 1.97948 0.70994 1.3272
H -1.75853 5.54503 -1.55227 0.5429
H 0.81150 2.86849 -0.71427 -0.1412
H -0.44971 -1.24649 5.21444 0.4957
H 4.71985 -3.11726 1.56764 0.8748
H -0.10676 -4.22007 -4.29766 0.4339
H 2.18896 -0.24020 -0.50508 0.8943
H -3.52239 3.37477 -0.41726 0.8861
H 1.95206 4.37815 -2.35461 0.3890
H 3.39222 -4.29205 -0.80731 0.4396
H -1.15094 -1.06029 -1.43018 0.0635
H 0.01491 1.75640 -2.31219 0.8063
H -3.69623 5.06574 -3.08840 0.4995
H -4.24710 -0.37813 -3.23218 0.2051
H 1.05493 -2.27105 2.66340 0.8488
H 2.28618 1.71973 1.02219 1.3291
H 1.02299 4.76147 -0.07834 0.0303
H 1.16488 -4.76614 3.19153 0.4196
H -0.25967 -2.73708 0.09054 1.7893
H -1.94751 -0.31421 -2.15962 0.4711
H 3.28136 -1.01708 2.68816 0.7227
H 5.13703 -4.18168 4.54674 0.3981
H 1.71463 0.22084 2.24187 0.4213
H -2.53612 5.68375 2.11373 0.4310
H -0.21664 -1.10594 2.72342 0.0609
H 0.77718 -3.83498 -0.34452 1.2256
H -3.10456 3.38631 2.31174 0.5838
H 5.62215 3.71910 -0.27141 0.3950
H -2.06082 1.58695 -1.14723 -0.6536
H -1.78653 -4.55874 -3.16769 0.7433
H 3.98779 -4.57974 -3.11429 0.4233
H -0.40405 6.47218 1.06548 0.4492
H -0.05243 3.79862 -1.12695 0.0151
H -0.71915 1.27278 -1.04336 -1.6605
H -1.48005 1.73784 1.21610 -0.1867
H 6.05407 0.69853 0.83773 0.3689
```

Summary:
Electronic energy ... -2670.40783 Ha
E_HOMO ... -8.21 eV